# 1
Computed, not measured: a structure of composition C43H44ClN10O2S2V, with ωB97M-V/def2-TZVPD.

```
103
Properties=species:S:1:pos:R:3:mulliken_spin:R:1
V 2.24303 -0.01403 -1.62808 2.950
S 4.73156 0.16643 -1.86126 -0.015
C 4.17173 1.79334 -1.93746 0.011
N 2.87606 2.03702 -1.96859 -0.020
C 2.59710 3.39373 -2.02174 0.023
C 1.32824 3.96639 -2.07266 -0.011
C 1.22297 5.34327 -2.12664 -0.001
C 2.36361 6.14999 -2.13217 0.002
C 3.62845 5.59166 -2.08475 -0.001
C 3.73551 4.20714 -2.02832 -0.002
S 5.16558 3.21178 -1.96543 0.007
H 0.44975 3.33392 -2.07906 0.015
H 0.24426 5.80370 -2.17248 0.000
H 2.25762 7.22539 -2.17852 0.000
H 4.50992 6.21895 -2.09281 0.000
C 4.52287 -10.30929 7.07838 0.000
O 4.17001 -8.97720 7.42475 0.000
C 3.94998 -8.09895 6.42675 0.000
C 3.60801 -6.80387 6.82267 0.000
C 3.36467 -5.83539 5.87552 0.000
C 3.45434 -6.12765 4.51164 0.000
C 3.79552 -7.41983 4.12905 0.000
C 4.04307 -8.40439 5.07089 0.000
C 3.20473 -5.12539 3.47930 -0.001
N 3.26545 -5.33719 2.18261 0.000
C 2.96182 -4.13772 1.60570 -0.003
C 2.70870 -3.17914 2.55788 -0.006
N 2.86941 -3.82527 3.75824 0.000
C 2.39097 -1.83020 2.23473 -0.003
C 2.17897 -0.79737 3.16044 0.027
C 1.92822 0.47691 2.71438 -0.004
C 1.89609 0.71580 1.34090 0.049
N 2.07785 -0.24749 0.45099 -0.048
C 2.31478 -1.51271 0.86463 -0.041
C 2.53033 -2.52392 -0.15711 0.005
N 2.41830 -2.14806 -1.45264 0.006
C 2.67574 -3.03899 -2.39343 0.043
C 3.04354 -4.35756 -2.11332 -0.003
C 3.14867 -4.75793 -0.80476 0.026
C 2.89072 -3.82656 0.21116 -0.004
H 4.65003 -10.83766 8.01756 0.000
H 5.45939 -10.33494 6.51763 0.000
H 3.73172 -10.78731 6.49718 0.000
H 3.54165 -6.58694 7.87996 0.000
H 3.10218 -4.84228 6.22181 0.000
H 3.86784 -7.65078 3.07500 0.000
H 4.30705 -9.39752 4.74012 0.000
H 2.77044 -3.43369 4.67820 0.000
H 2.22547 -0.99861 4.22332 0.001
H 1.77326 1.29447 3.40354 0.000
H 1.73378 1.71107 0.94359 -0.007
H 2.58719 -2.69821 -3.41737 -0.006
H 3.24603 -5.03535 -2.93014 0.000
H 3.43051 -5.76710 -0.53556 0.001
C -2.26396 3.84385 -0.86364 -0.001
C -3.35807 3.15529 -0.03568 0.000
C -4.34155 4.24486 0.40908 0.000
C -2.73284 2.57323 1.24005 -0.002
C -4.09600 2.02620 -0.84718 0.001
O -5.24954 1.59083 -0.12506 0.000
C -4.47421 2.40051 -2.29046 0.002
C -5.60543 3.43292 -2.50375 0.000
C -5.15069 4.71279 -3.16965 0.000
C -4.36178 4.67249 -4.31794 0.000
C -3.93378 5.83450 -4.93798 0.000
C -4.29961 7.06097 -4.40493 0.000
Cl -3.75597 8.52131 -5.16880 0.000
C -5.09482 7.13313 -3.27567 0.000
C -5.51560 5.95737 -2.66902 0.000
C -3.31901 0.69278 -0.87881 -0.004
N -2.00928 0.70579 -1.50928 0.003
C -0.85059 0.37105 -0.95458 0.074
N 0.10560 0.38097 -1.86909 -0.124
C -0.55841 0.71488 -3.00859 0.048
N -1.84186 0.90673 -2.83262 -0.002
H -1.69075 4.51348 -0.21786 0.000
H -2.68723 4.44593 -1.67022 0.000
H -1.56345 3.13510 -1.30563 0.002
H -3.81619 4.95386 1.05186 0.000
H -5.17117 3.83835 0.98933 0.000
H -4.72966 4.81329 -0.43224 0.000
H -2.41627 3.38758 1.89351 0.000
H -1.84377 1.97398 1.02990 0.000
H -3.44924 1.96180 1.79167 0.000
H -5.96690 2.21611 -0.26922 0.000
H -4.75454 1.47001 -2.78724 0.000
H -3.57468 2.73763 -2.80034 -0.001
H -6.10945 3.69879 -1.57257 0.000
H -6.37691 2.97268 -3.12443 0.000
H -4.07526 3.71705 -4.74280 0.000
H -3.32439 5.79662 -5.83048 0.000
H -5.38055 8.09668 -2.87686 0.000
H -6.14672 6.01886 -1.78966 0.000
H -3.92728 -0.05159 -1.38794 0.000
H -3.16636 0.34556 0.13880 0.000
H -0.73812 0.11926 0.08635 0.004
H -0.08442 0.81873 -3.97110 0.008
N -2.21121 -2.45782 -1.97303 0.000
N -0.85375 -2.92238 -1.91858 0.002
H -2.87332 -3.22721 -1.92933 0.000
H -2.33798 -1.99800 -2.86662 0.000
H -0.72148 -3.75483 -2.48711 0.001
H -0.66633 -3.18650 -0.95874 0.000
```

Values from the calculation:
Kohn-Sham gap (alpha / beta) = 6.795 / 6.883 eV
E_HOMO (alpha / beta) = -9.74 / -10.00 eV
E_LUMO (alpha / beta) = -0.10839 / -0.11472 Eh
Total charge = +1
Spin multiplicity = 4


# 2
Computed, not measured: a structure of composition C43H44CuNO2P2S, with ωB97M-V/def2-TZVPD.

```
94
Properties=species:S:1:pos:R:3:mulliken_spin:R:1
Cu -0.07764 1.37269 1.17903 0.041
O -3.23964 -1.40770 2.20717 0.006
S -1.93197 -1.10101 1.55033 0.003
C -2.01321 -1.87679 -0.08696 0.005
C -2.40830 -3.21199 -0.12694 -0.002
C -2.50881 -3.86314 -1.34149 0.002
C -2.22622 -3.15528 -2.50627 0.010
C -1.87143 -1.81820 -2.44125 0.025
C -1.76453 -1.12900 -1.22591 0.274
P -1.26800 0.93933 -1.04785 0.238
C -3.04231 1.40734 -0.93406 0.053
C -3.40248 2.44072 -0.07398 0.046
C -4.73304 2.78896 0.09898 -0.009
C -5.72874 2.12268 -0.60003 0.014
C -5.38102 1.10186 -1.47349 -0.003
C -4.05056 0.74455 -1.63230 -0.033
C -0.83954 0.93005 -2.82564 0.013
C -1.57471 1.61217 -3.78711 0.016
C -1.17163 1.61587 -5.11878 -0.003
C -0.03062 0.92946 -5.50088 0.002
C 0.70268 0.22928 -4.54776 0.001
C 0.29748 0.22883 -3.22556 0.035
C -0.77904 -2.33450 2.26219 0.016
C -1.33730 -3.21392 3.17658 0.000
C -0.57835 -4.26673 3.67065 0.000
C 0.72562 -4.44927 3.23250 0.001
C 1.28190 -3.54135 2.34362 -0.001
C 0.55621 -2.44843 1.88227 -0.002
P 1.27430 -1.18039 0.78226 -0.042
C 2.77720 -0.60676 1.64745 0.005
C 3.20081 -0.99249 2.91370 0.001
C 4.31977 -0.41123 3.49228 -0.001
C 5.03842 0.56273 2.81408 0.001
C 4.61459 0.97012 1.55764 0.000
C 3.48768 0.39798 0.98929 0.012
C 1.95428 -2.25326 -0.55022 -0.006
C 1.06912 -3.14128 -1.16734 0.002
C 1.43811 -3.84114 -2.30315 0.002
C 2.70273 -3.66953 -2.85150 0.000
C 3.59349 -2.79933 -2.24259 0.000
C 3.22318 -2.09730 -1.10286 0.000
H -2.63680 -3.72624 0.79793 0.001
H -2.80355 -4.90421 -1.38377 0.000
H -2.29839 -3.64311 -3.47230 0.002
H -1.69673 -1.29788 -3.37629 0.013
H -2.61975 2.95757 0.46543 -0.002
H -4.99057 3.58194 0.79064 0.000
H -6.76854 2.39118 -0.46171 0.002
H -6.14535 0.57396 -2.03050 -0.001
H -3.80062 -0.06045 -2.31132 0.009
H -2.47156 2.14610 -3.49590 0.004
H -1.75620 2.15483 -5.85466 0.000
H 0.28491 0.93201 -6.53691 0.001
H 1.59119 -0.31962 -4.83404 0.000
H 0.86985 -0.33315 -2.49373 0.000
H -2.36953 -3.06074 3.46182 0.000
H -1.01580 -4.95605 4.38254 0.000
H 1.31295 -5.28691 3.58696 0.000
H 2.30353 -3.67591 2.00610 0.000
H 2.63550 -1.71999 3.47871 0.000
H 4.62276 -0.71518 4.48643 0.000
H 5.90932 1.01621 3.27037 0.000
H 5.14410 1.75260 1.02775 0.000
H 3.13485 0.76028 0.02818 0.001
H 0.07407 -3.28326 -0.76302 0.001
H 0.72508 -4.51306 -2.76505 0.000
H 2.98993 -4.20975 -3.74528 0.000
H 4.58726 -2.66215 -2.65187 0.000
H 3.93817 -1.42625 -0.64403 0.000
C 0.75627 4.22595 0.25893 0.013
C 0.22751 3.44388 -0.94761 0.019
C -0.71880 4.36380 -1.73225 0.021
C 1.42792 3.08157 -1.82774 -0.018
N -0.50613 2.29315 -0.42212 0.193
H 1.28881 5.12522 -0.06434 0.001
H 1.44053 3.60713 0.84406 -0.002
H -0.06841 4.51777 0.91021 0.000
H -0.23112 5.31154 -1.97774 0.000
H -1.60635 4.57721 -1.13527 -0.001
H -1.03742 3.90212 -2.66575 -0.003
H 2.03405 3.96956 -2.02937 0.000
H 1.12194 2.66357 -2.78403 0.002
H 2.05705 2.34762 -1.31717 0.006
C 1.51135 2.15544 4.01408 0.014
C 0.57765 0.94740 4.03507 -0.016
C -0.74241 1.28888 4.73154 0.000
O 0.35144 0.44855 2.76767 0.021
H 1.69289 2.55648 5.01560 -0.001
H 1.06914 2.94773 3.40144 0.001
H 2.46953 1.87940 3.56917 -0.001
H 1.08268 0.16282 4.63780 -0.001
H -1.25979 2.06258 4.15703 0.001
H -0.59921 1.65263 5.75440 0.001
H -1.38772 0.41066 4.75779 -0.001
```

Values from the calculation:
Kohn-Sham gap (alpha / beta) = 5.405 / 6.969 eV
E_HOMO (alpha / beta) = -2.75 / -4.32 eV
E_LUMO (alpha / beta) = 0.09742 / 0.09724 Eh
Total charge = -1
Spin multiplicity = 2


Across the entries above, largest force on an atom takes the values 0.624, 0.476 eV/Å, respectively.
Across the entries above, ΔE to the lowest compared entry with this formula, charge and spin takes the values 3.6, 0.0 kcal/mol, respectively.